The following is a quantum chemistry calculation of C9H15O5V as an isolated structure, from the OMol25 dataset.

Each line ends with the Mulliken spin population.
Cartesian coordinates (Å):
C1 -1.8817 1.8479 -0.7971  0.031
O1 -1.6028 0.5545 -0.2878  0.001
C2 -1.7658 -0.5214 -1.1861  0.003
C3 -1.8500 -1.7443 -0.3048  0.002
O2 -0.7196 -1.6454 0.5549  -0.008
C4 -0.2442 -2.7760 1.2158  -0.002
C5 0.9168 -2.3422 2.0529  0.052
O3 1.3164 -1.1947 2.0504  0.006
H1 -1.3187 2.0117 -1.7284  0.001
H2 -2.9569 1.9314 -1.0060  0.004
H3 -1.5188 2.5743 -0.0623  -0.014
H4 -2.6046 -0.3916 -1.8794  0.003
H5 -2.7400 -1.7413 0.3438  -0.004
H6 -1.8300 -2.6502 -0.9261  -0.002
H7 -1.0343 -3.1872 1.8690  0.002
H8 1.4580 -3.1321 2.6038  0.005
H9 0.0934 -3.5716 0.5291  0.000
O4 0.4537 1.8011 1.8479  0.100
C6 1.2675 2.7289 1.1844  0.019
C7 1.5830 2.2870 -0.2121  0.873
O5 2.7019 1.5166 -0.4931  0.037
C8 2.4968 0.3954 -1.2778  -0.045
C9 1.3661 -0.3277 -1.2600  0.101
V1 0.2177 0.2337 0.7928  2.872
H10 2.2103 2.9516 1.7298  -0.012
H11 0.7089 3.6860 1.0937  0.010
H12 0.9225 2.4890 -1.0637  -0.041
H13 3.4095 0.1605 -1.8382  0.002
H14 1.5365 -1.3256 -1.6883  0.011
H15 -0.5914 -0.6183 -1.8572  -0.008

Computed properties:
⟨S²⟩: 6.01
E_HOMO (alpha / beta), eV: -5.4 / -7.6
Multiplicity: 5
Frontier orbital gap (alpha / beta), eV: 5.5 / 7.7
Energy above the lowest of the compared OMol25 structures with the same formula, charge and spin, kJ/mol: 66.13

=====

The following is a quantum chemistry calculation of the molecule C4H4O2, from the OMol25 dataset.

Each line ends with the Mulliken charge.
Cartesian coordinates (Å):
O1 -2.1884 -0.8944 1.0575  -0.457
C1 -1.5001 -0.1348 0.1658  -0.153
C2 -0.3326 -0.5113 -0.2885  0.094
C3 0.8928 -0.6855 -0.5789  -0.370
C4 2.0429 -0.0758 -0.3206  0.021
O2 2.0767 1.2683 -0.3552  -0.435
H1 -3.1085 -0.6412 0.9695  0.344
H2 -1.9837 0.7489 -0.2489  0.308
H3 2.9752 -0.5594 -0.0870  0.346
H4 1.1258 1.4853 -0.3139  0.304

Computed properties:
SMILES: OC=C=C=CO
E_HOMO, eV: -7.9
Multiplicity: 1
Frontier orbital gap, eV: 8.2
Energy above the lowest of the compared OMol25 structures with the same formula, charge and spin, kJ/mol: 321.59

=====

The following is a quantum chemistry calculation of a 5-piece molecular cluster, C14H17Cl16N2O overall, from the OMol25 dataset.

Each line ends with the Mulliken charge.
Cartesian coordinates (Å):
N1 -3.3621 -1.2676 2.8942  -0.271
C1 -4.3716 -1.0841 1.7735  -0.467
C2 -4.7489 -2.4545 1.0197  -0.810
C3 -4.5499 -2.3428 -0.5937  -0.555
N2 -3.0937 -2.6791 -0.8238  -0.242
C4 -2.6273 -2.2324 -2.1705  -0.731
C5 -1.2524 -1.4074 -1.9888  0.316
C6 -0.1132 -1.9374 -1.0428  -0.281
C7 1.2149 -1.1916 -0.7794  -0.745
C8 1.3984 0.1873 -1.5194  -0.082
C9 0.2916 0.7117 -2.4966  -0.335
C10 -1.0475 -0.0743 -2.7459  0.081
O1 -1.9976 0.4880 -3.6583  -0.523
H1 -3.6434 -0.6844 3.7133  0.384
H2 -3.3300 -2.2438 3.2528  0.342
H3 -2.4027 -0.9689 2.6507  0.310
H4 -5.3562 -0.6814 2.2242  0.298
H5 -3.8962 -0.3175 1.0510  0.339
H6 -3.9609 -3.2349 1.3619  0.375
H7 -5.7619 -2.8920 1.3032  0.409
H8 -4.7238 -1.2558 -0.9565  0.359
H9 -5.2478 -3.0757 -1.1360  0.336
H10 -2.6113 -2.1597 -0.0612  0.126
H11 -3.4070 -1.6840 -2.7964  0.372
H12 -2.3479 -3.1952 -2.7505  0.270
H13 -0.3527 -2.9360 -0.5211  0.396
H14 2.0202 -1.6124 -0.0759  0.369
H15 2.3581 0.7808 -1.3190  0.430
H16 0.4507 1.7101 -3.0336  0.289
H17 -1.8121 0.1747 -4.5705  0.344
C11 -0.1309 -1.7082 5.6572  0.271
Cl1 -1.0595 -3.2159 5.8155  -0.101
Cl2 -1.1628 -0.3280 6.0988  -0.084
Cl3 1.2757 -1.7618 6.7346  -0.041
Cl4 0.4184 -1.5249 3.9747  -0.054
C12 3.3845 4.2464 -1.8955  0.242
Cl5 2.4358 2.7468 -1.7612  -0.116
Cl6 2.3683 5.6321 -1.4441  -0.098
Cl7 4.7851 4.1591 -0.8064  -0.114
Cl8 3.9461 4.4430 -3.5686  -0.019
C13 6.3370 3.8051 -7.1106  0.368
Cl9 4.7035 4.4646 -6.8739  -0.108
Cl10 7.3855 5.0576 -7.8075  -0.082
Cl11 6.9968 3.2831 -5.5457  -0.096
Cl12 6.2598 2.4154 -8.2141  -0.088
C14 4.0688 1.5697 6.1085  0.312
Cl13 4.1660 3.2866 5.6638  -0.090
Cl14 4.6295 1.3577 7.7802  -0.090
Cl15 2.3841 1.0168 5.9752  -0.022
Cl16 5.0922 0.6150 5.0145  -0.095

Computed properties:
E_HOMO, eV: -11.1
Net charge: +1
Multiplicity: 1
Frontier orbital gap, eV: 7.7

=====

The following is a quantum chemistry calculation of CCdLiO2 as an isolated structure, from the OMol25 dataset.

Each line ends with the Mulliken charge.
Cartesian coordinates (Å):
O1 0.8492 1.8966 1.2310  -0.210
C1 0.3490 1.0039 0.5910  0.282
O2 -0.6242 -0.2651 -0.1916  -0.546
Cd1 -1.5397 -1.7847 -1.0413  0.631
Li1 0.9657 -0.8507 -0.5891  0.843

Computed properties:
E_HOMO (alpha / beta), eV: -13.4 / -13.8
Net charge: +1
Multiplicity: 1
Frontier orbital gap (alpha / beta), eV: 7.4 / 7.2

=====

The following is a quantum chemistry calculation of C5H7N as an isolated structure, from the OMol25 dataset.

Each line ends with the Mulliken charge.
Cartesian coordinates (Å):
C1 -1.5069 -0.3202 -1.0577  -1.158
C2 -0.3211 -0.1560 -0.1522  0.690
C3 0.7453 0.6853 -0.3927  -0.894
N1 1.6179 0.4778 0.8092  0.049
C4 1.0857 -0.4480 1.7376  -0.663
C5 -0.1030 -0.8013 1.0890  -0.328
H1 -2.4206 -0.4923 -0.4809  0.326
H2 -1.6596 0.5625 -1.6855  0.330
H3 -1.3708 -1.1829 -1.7210  0.263
H4 1.1273 1.1614 -1.2852  0.356
H5 2.5865 0.7831 0.8135  0.231
H6 0.9254 1.4206 0.7577  0.421
H7 -0.8211 -1.4937 1.5169  0.378

Computed properties:
E_HOMO, eV: -8.0
Multiplicity: 1
Frontier orbital gap, eV: 8.7
Energy above the lowest of the compared OMol25 structures with the same formula, charge and spin, kJ/mol: 442.05

=====

The following is a quantum chemistry calculation of the molecule C5H5ClN4OS, from the OMol25 dataset.

Each line ends with the Mulliken charge.
Cartesian coordinates (Å):
C1 -0.3997 0.2358 2.4986  -0.178
C2 -1.5360 0.2422 1.7966  0.159
C3 0.0555 -0.2136 -0.2477  0.717
C4 0.7238 -0.5867 1.9693  0.096
C5 0.1913 0.1285 -1.6672  -1.074
N1 -2.6277 0.9879 1.8544  -0.447
N2 0.9658 -0.2543 0.5921  -0.545
N3 -2.9278 -0.4069 -0.3368  -0.526
N4 -3.4945 0.9499 0.9993  0.676
O1 -4.5381 1.4644 0.8150  -0.523
S1 -1.6650 -0.9249 0.3259  0.172
Cl1 2.2188 -0.2846 2.8766  -0.205
H1 -0.2175 0.9351 3.2957  0.380
H2 0.5145 -1.6625 2.0460  0.329
H3 -0.6650 0.7257 -1.9779  0.348
H4 0.1780 -0.7877 -2.2567  0.279
H5 1.1280 0.6587 -1.8392  0.342

Computed properties:
E_HOMO (alpha / beta), eV: -8.7 / -8.7
Multiplicity: 1
Frontier orbital gap (alpha / beta), eV: 8.0 / 8.0
Energy above the lowest of the compared OMol25 structures with the same formula, charge and spin, kJ/mol: 8.39

=====

The following is a quantum chemistry calculation of C4H9NS2 as an isolated structure, from the OMol25 dataset.

Each line ends with the Mulliken charge.
Cartesian coordinates (Å):
C1 -0.3560 1.5375 1.1814  -1.454
C2 -0.6669 1.1429 -0.1672  0.721
C3 -2.0344 0.2602 -0.3437  -0.786
C4 0.5814 1.0006 -1.0352  -0.182
H1 -0.8157 0.8498 2.0398  0.234
H2 0.8137 1.7531 1.2403  0.370
H3 -1.0092 2.5975 1.4322  0.263
H4 -0.9851 2.0770 -0.4150  0.220
H5 -2.6813 0.4308 0.5754  0.335
H6 -2.5421 0.1325 -1.3419  0.338
H7 -0.8166 -1.5692 -1.2623  0.133
H8 0.6415 1.7145 -1.8808  0.383
H9 1.3248 -0.1385 1.7186  0.165
N1 1.6974 0.5467 -0.8030  -0.425
S1 -1.4607 -1.3594 0.0542  -0.189
S2 2.0259 -0.8483 0.3023  -0.124

Computed properties:
E_HOMO, eV: -8.3
Multiplicity: 1
Frontier orbital gap, eV: 8.7
Energy above the lowest of the compared OMol25 structures with the same formula, charge and spin, kJ/mol: 520.09

=====

The following is a quantum chemistry calculation of a 2-piece molecular cluster, H3N3O2 overall, from the OMol25 dataset.

Each line ends with the Mulliken charge.
Cartesian coordinates (Å):
N1 -0.6994 1.0754 0.0176  -0.484
N2 -0.0618 -0.8700 -0.6549  -0.513
N3 0.1589 0.2391 0.1921  1.254
O1 1.1995 0.3158 0.7850  -0.647
O2 -0.7151 2.4897 1.2238  -0.459
H1 -0.9949 -0.9115 -1.0347  0.270
H2 0.7663 -1.4576 -0.8990  0.266
H3 0.1279 2.8411 1.2640  0.315

Computed properties:
E_HOMO, eV: -10.6
Multiplicity: 1
Frontier orbital gap, eV: 9.7
Energy above the lowest of the compared OMol25 structures with the same formula, charge and spin, kJ/mol: 269.72